{
  "formula": "C2H9NS",
  "method": "ωB97M-V/def2-TZVPD",
  "species": ["S", "H", "C", "N", "C", "H", "H", "H", "H", "H", "H", "H", "H"],
  "xyz": [[0.86, 1.97, 0.86], [1.35, 1.33, 1.96], [-0.93, -0.48, -1.43], [-0.16, -1.65, -0.99], [-0.44, -1.97, 0.39], [-1.99, -0.72, -1.56], [-0.59, -0.22, -2.43], [-0.81, 0.38, -0.78], [-0.45, -2.40, -1.61], [-0.40, 2.20, 1.34], [-1.42, -2.41, 0.59], [0.25, -2.72, 0.79], [-0.30, -1.07, 0.98]],
  "multiplicity": 2,
  "e_tot_ev": -14543.4486,
  "fmax_ha_per_bohr": 0.0177,
  "orbital_gap_ev": [2.9, 9.0],
  "homo_energy_ev": [1.01, -5.25],
  "charge": -1,
  "e_above_lowest_kcal_mol": 3.7
}